DFT (ωB97M-V with the def2-TZVPD basis set) results for C19H20Cl3N3OS in the gas phase.

LUMO level: 0.48 eV
Energy: -74949.6905 eV
HOMO level: -0.3146 Ha
Relative energy (zero: lowest compared OMol25 entry of this formula, charge and spin): 0.00 kJ/mol
Kohn-Sham gap: 9.042 eV

```
47
Properties=species:S:1:pos:R:3:lowdin_charge:R:1
C -5.1903 -2.1867 1.4254 -0.046
C -4.7116 -1.0497 0.5776 -0.270
C -5.3597 -0.7275 -0.6087 -0.038
C -4.9189 0.3212 -1.3940 -0.030
C -3.8106 1.0753 -1.0368 -0.211
C -3.3152 2.1984 -1.8942 -0.032
C -3.1530 0.7472 0.1518 -0.208
N -2.0262 1.5025 0.5402 0.051
C -0.7793 1.0528 0.7967 -0.843
S 0.3868 2.1818 1.1336 0.670
N -0.6117 -0.3007 0.8209 0.049
C 0.6023 -1.0114 0.5128 -0.454
N 1.7645 -0.4316 1.0771 0.054
C 2.7262 -1.1739 1.6914 -0.500
O 2.6174 -2.3610 1.8859 0.066
C 3.9499 -0.3398 2.0300 -0.044
C 4.5116 0.1549 0.7232 -0.239
C 4.2118 1.4270 0.2518 -0.057
C 4.6606 1.8369 -0.9915 -0.081
C 5.4101 0.9794 -1.7781 -0.091
C 5.7160 -0.2887 -1.3132 -0.086
C 5.2674 -0.6989 -0.0708 -0.053
C 0.7635 -1.1380 -1.0407 -1.485
Cl -0.6772 -1.9480 -1.7087 0.609
Cl 2.2038 -2.0943 -1.4200 0.658
Cl 0.9127 0.4552 -1.8002 0.626
C -3.6086 -0.2962 0.9515 0.004
H -4.7057 -2.1809 2.3980 0.077
H -4.9698 -3.1353 0.9361 0.086
H -6.2675 -2.1299 1.5683 0.082
H -6.2210 -1.3014 -0.9161 0.115
H -5.4401 0.5563 -2.3103 0.113
H -2.2495 2.0888 -2.0931 0.080
H -3.4688 3.1590 -1.4005 0.087
H -3.8457 2.2164 -2.8420 0.080
H -2.0972 2.5090 0.4657 0.120
H -1.4408 -0.8145 0.5355 0.083
H 0.5177 -2.0378 0.9055 0.154
H 1.8445 0.5826 1.0012 -0.008
H 4.6649 -0.9714 2.5565 0.128
H 3.6564 0.4944 2.6677 0.128
H 3.6272 2.1059 0.8573 0.101
H 4.4179 2.8274 -1.3473 0.104
H 5.7546 1.2976 -2.7510 0.100
H 6.3000 -0.9626 -1.9229 0.103
H 5.4944 -1.6929 0.2869 0.120
H -3.1142 -0.4970 1.8915 0.128
```